Entry from OMol25: a structure of composition C39H28AsCl3NO4OsS (ωB97M-V/def2-TZVPD).

Each line ends with the Löwdin charge.
Element x y z (Å)
Os: 0.69 -0.16 -0.38  1.146
S: 2.80 0.09 0.03  0.715
C: 3.17 -0.33 1.72  -0.581
C: 4.47 -0.14 2.16  -0.092
C: 4.80 -0.42 3.47  -0.051
C: 3.83 -0.87 4.36  -0.051
C: 2.53 -1.06 3.93  -0.088
C: 2.20 -0.81 2.60  -0.374
As: 0.45 -1.03 1.85  1.301
C: -0.72 0.06 2.93  -0.343
C: -2.06 -0.27 3.08  -0.085
C: -2.92 0.60 3.73  -0.063
C: -2.44 1.80 4.23  -0.066
C: -1.09 2.12 4.10  -0.067
C: -0.23 1.25 3.45  -0.112
C: -0.13 -2.85 1.99  -0.346
C: 0.51 -3.77 2.80  -0.078
C: 0.04 -5.07 2.86  -0.061
C: -1.06 -5.45 2.10  -0.060
C: -1.70 -4.53 1.28  -0.058
C: -1.23 -3.22 1.22  -0.117
H: 5.22 0.23 1.47  0.110
H: 5.82 -0.28 3.81  0.117
H: 4.09 -1.08 5.39  0.115
H: 1.77 -1.40 4.62  0.117
H: -2.45 -1.21 2.69  0.103
H: -3.97 0.35 3.84  0.115
H: -3.11 2.48 4.74  0.113
H: -0.71 3.05 4.52  0.112
H: 0.81 1.51 3.34  0.112
H: 1.38 -3.49 3.38  0.094
H: 0.55 -5.80 3.48  0.112
H: -1.42 -6.47 2.15  0.112
H: -2.54 -4.83 0.68  0.111
H: -1.70 -2.51 0.54  0.094
Cl: -5.96 2.98 0.77  0.692
C: -4.56 2.07 0.32  -0.665
C: -4.73 0.86 -0.39  -0.058
C: -3.66 0.10 -0.76  0.005
C: -2.34 0.51 -0.45  -0.341
O: -1.34 -0.24 -0.81  -0.239
C: -2.18 1.74 0.24  -0.137
C: -0.90 2.26 0.53  -0.145
O: 0.19 1.71 0.30  -0.244
C: -3.31 2.51 0.62  -0.049
H: -5.74 0.53 -0.62  0.117
H: -3.79 -0.83 -1.30  0.127
H: -0.84 3.24 0.99  0.156
H: -3.17 3.44 1.15  0.125
Cl: -1.96 0.97 -3.96  0.803
C: -1.08 2.30 -3.28  -0.545
C: -1.63 3.56 -3.37  -0.085
C: -0.94 4.64 -2.86  -0.051
C: 0.30 4.45 -2.27  -0.088
C: 0.84 3.18 -2.18  -0.595
Cl: 2.39 3.03 -1.42  0.760
C: 0.16 2.07 -2.67  -0.295
N: 0.63 0.70 -2.53  -0.047
C: 1.58 0.23 -3.53  -0.190
C: 2.51 1.07 -4.12  -0.025
C: 3.42 0.56 -5.04  -0.057
C: 3.38 -0.78 -5.37  -0.060
C: 2.42 -1.60 -4.81  -0.011
C: 1.50 -1.11 -3.90  -0.152
C: 0.45 -2.04 -3.34  -0.041
C: 0.93 -2.68 -2.05  -0.541
O: 1.48 -3.75 -2.03  0.142
O: 0.71 -2.02 -0.90  -0.301
H: -2.59 3.68 -3.85  0.114
H: -1.36 5.64 -2.93  0.119
H: 0.87 5.29 -1.88  0.113
H: -0.22 0.15 -2.70  0.015
H: 2.54 2.12 -3.87  0.082
H: 4.15 1.22 -5.49  0.112
H: 4.09 -1.19 -6.09  0.112
H: 2.36 -2.65 -5.10  0.127
H: 0.29 -2.85 -4.04  0.135
H: -0.52 -1.56 -3.17  0.098

Results
Gap between HOMO and LUMO (spin up / spin down) in eV: 6.3 / 6.3
Net charge: +1
Strongest force on any atom in Eh/bohr: 0.003
HOMO (spin up / spin down) in eV: -10.97 / -10.97